Entry from the Open Molecules 2025 dataset: 14 unconnected molecules or ions with the total composition C82H206N14O27 (ωB97M-V/def2-TZVPD).

ΔE to the lowest compared entry with this formula, charge and spin = 0.335 eV
Total energy = -164495.7597 eV
Kohn-Sham gap = 8.62 eV
HOMO level = -8.05 eV

The geometry in ORCA input format:
```
! RIJCOSX wB97M-V def2-TZVPD def2/J DEFGRID3
* xyz 0 1
C 0.297 0.981 -0.151
C -0.335 -0.191 -0.964
C -1.727 -0.577 -0.504
O -1.607 -1.085 0.808
C -2.806 -1.482 1.462
N -0.228 0.394 -2.313
H -0.266 1.883 -0.392
H 1.359 0.994 -0.398
H 0.180 0.701 0.896
H 0.241 -1.116 -0.929
H -2.157 -1.388 -1.092
H -2.391 0.284 -0.432
H -3.628 -0.768 1.405
H -2.598 -1.699 2.510
H -3.153 -2.390 0.970
H -0.996 1.036 -2.445
H 0.594 0.969 -2.436
C 2.922 2.453 -2.706
O 2.175 1.350 -3.108
C 2.818 0.674 -4.180
C 2.159 -0.683 -4.444
N 0.804 -0.588 -4.908
C 0.272 -1.945 -5.227
C 0.078 -2.791 -3.993
O 1.210 -3.614 -3.704
C 1.432 -3.949 -2.333
H 3.838 2.100 -2.233
H 2.434 2.958 -1.872
H 3.070 3.104 -3.568
H 3.871 0.513 -3.948
H 2.888 1.289 -5.078
H 2.274 -1.329 -3.574
H 2.760 -1.001 -5.295
H 0.275 -0.207 -4.137
H 0.891 -2.453 -5.966
H -0.711 -1.767 -5.663
H -0.759 -3.434 -4.264
H -0.245 -2.203 -3.133
H 0.606 -4.577 -1.999
H 1.388 -3.012 -1.779
H 2.415 -4.414 -2.262
C 1.428 8.678 -3.790
O 0.150 8.068 -3.817
C 0.169 6.648 -4.009
C 0.705 5.954 -2.761
N 0.126 6.497 -1.502
C 0.711 5.896 -0.356
C 2.261 6.254 -0.260
O 2.577 7.590 -0.625
C 3.970 7.756 -0.736
H 2.069 8.560 -4.664
H 1.960 8.301 -2.916
H 1.296 9.759 -3.765
H 0.714 6.425 -4.926
H -0.873 6.378 -4.178
H 1.793 6.031 -2.775
H 0.481 4.892 -2.861
H 0.218 7.501 -1.558
H 0.620 4.812 -0.291
H 0.279 6.354 0.534
H 2.843 5.572 -0.879
H 2.551 6.145 0.785
H 4.441 7.526 0.220
H 4.220 8.797 -0.940
H 4.430 7.169 -1.531
C -7.071 -10.394 -2.572
O -8.244 -9.619 -2.269
C -8.511 -8.544 -3.199
C -7.330 -7.522 -3.284
N -7.226 -6.959 -1.929
C -6.053 -6.098 -1.919
C -5.847 -5.290 -0.622
O -4.644 -4.497 -0.587
C -3.468 -5.226 -0.757
H -7.130 -10.934 -3.517
H -7.081 -11.162 -1.798
H -6.110 -9.882 -2.536
H -9.398 -7.979 -2.914
H -8.774 -8.823 -4.219
H -7.619 -6.708 -3.949
H -6.374 -7.983 -3.535
H -7.047 -7.700 -1.267
H -6.315 -5.333 -2.650
H -5.222 -6.681 -2.314
H -5.907 -6.016 0.189
H -6.697 -4.739 -0.218
H -3.391 -5.490 -1.811
H -3.442 -6.042 -0.035
H -2.643 -4.583 -0.449
C 6.241 1.560 -5.005
O 6.542 0.762 -3.866
C 7.393 1.365 -2.881
C 7.835 0.291 -1.873
N 8.610 0.836 -0.705
C 8.029 1.959 0.006
C 6.670 1.621 0.564
O 6.351 2.555 1.681
C 5.068 2.239 2.229
H 5.874 0.935 -5.819
H 7.175 1.854 -5.483
H 5.644 2.466 -4.901
H 6.652 2.003 -2.397
H 8.232 1.896 -3.331
H 8.336 -0.570 -2.315
H 6.868 -0.096 -1.551
H 8.892 0.065 -0.117
H 8.002 2.859 -0.608
H 8.651 2.133 0.884
H 6.700 0.649 1.057
H 5.891 1.629 -0.198
H 5.160 1.192 2.517
H 4.296 2.434 1.484
H 4.869 2.870 3.096
C 0.310 6.649 -10.742
O 1.182 6.481 -9.558
C 2.552 6.543 -9.883
C 3.465 6.538 -8.676
N 2.861 5.807 -7.537
C 3.036 4.344 -7.722
C 2.404 3.567 -6.614
O 1.003 3.705 -6.566
C 0.311 3.289 -5.384
H 0.587 7.491 -11.376
H -0.742 6.743 -10.473
H 0.375 5.792 -11.412
H 2.796 7.455 -10.427
H 2.779 5.728 -10.571
H 3.630 7.550 -8.306
H 4.442 6.169 -8.987
H 1.903 6.113 -7.631
H 4.087 4.065 -7.787
H 2.698 3.977 -8.691
H 2.805 3.823 -5.634
H 2.538 2.490 -6.724
H -0.305 4.048 -4.902
H 1.000 2.981 -4.597
H -0.252 2.382 -5.603
C 3.886 -4.988 0.853
O 3.423 -6.217 1.335
C 2.950 -7.154 0.396
C 1.461 -6.874 0.094
N 0.960 -7.844 -0.885
C -0.394 -7.524 -1.162
C -1.119 -8.412 -2.191
O -2.283 -7.714 -2.501
C -2.918 -8.416 -3.525
H 4.619 -5.037 0.047
H 4.341 -4.513 1.722
H 3.079 -4.301 0.600
H 2.998 -8.047 1.019
H 3.621 -7.232 -0.460
H 1.323 -5.856 -0.272
H 0.890 -6.893 1.022
H 1.018 -8.789 -0.533
H -0.366 -6.498 -1.531
H -0.929 -7.488 -0.213
H -1.327 -9.385 -1.748
H -0.458 -8.467 -3.056
H -3.030 -9.494 -3.406
H -2.392 -8.174 -4.448
H -3.932 -8.068 -3.724
C 6.589 -3.521 4.192
O 5.686 -2.896 3.303
C 4.753 -2.008 3.934
C 3.671 -1.531 2.886
N 4.268 -1.221 1.624
C 3.349 -0.938 0.514
C 4.064 -1.098 -0.812
O 4.335 -2.446 -1.057
C 5.016 -2.700 -2.260
H 7.421 -2.846 4.392
H 7.116 -4.367 3.749
H 6.012 -3.821 5.067
H 5.362 -1.217 4.372
H 4.217 -2.395 4.800
H 3.056 -0.721 3.278
H 2.982 -2.339 2.643
H 4.827 -1.987 1.277
H 3.124 0.128 0.537
H 2.391 -1.457 0.555
H 5.003 -0.550 -0.740
H 3.462 -0.734 -1.645
H 6.009 -2.269 -2.396
H 4.373 -2.247 -3.015
H 4.957 -3.780 -2.392
C -3.286 3.230 1.022
O -3.282 3.025 -0.375
C -2.611 4.017 -1.204
C -2.904 3.726 -2.682
N -2.591 2.391 -3.046
C -3.199 1.939 -4.354
C -3.067 0.428 -4.521
O -4.142 -0.121 -3.845
C -4.113 -1.514 -3.886
H -2.317 3.443 1.473
H -3.752 2.285 1.300
H -3.984 4.052 1.181
H -1.555 3.850 -0.991
H -2.877 5.035 -0.919
H -2.256 4.273 -3.367
H -3.920 3.932 -3.019
H -2.838 1.746 -2.309
H -2.791 2.374 -5.266
H -4.244 2.245 -4.387
H -2.102 0.079 -4.154
H -3.132 0.158 -5.575
H -4.013 -1.873 -4.911
H -4.973 -1.953 -3.381
H -3.251 -1.855 -3.313
C 7.172 5.850 4.649
O 5.748 5.649 4.669
C 4.906 6.832 4.512
C 3.344 6.536 4.567
N 2.946 5.366 3.773
C 1.555 5.084 4.061
C 1.185 3.803 3.378
O 1.834 2.730 4.018
C 1.538 1.454 3.545
H 7.574 6.593 5.338
H 7.463 6.197 3.657
H 7.736 4.973 4.965
H 5.238 7.239 3.558
H 5.123 7.443 5.388
H 2.771 7.339 4.104
H 3.080 6.367 5.611
H 3.556 4.570 3.889
H 0.895 5.876 3.707
H 1.399 4.958 5.132
H 1.539 3.844 2.348
H 0.115 3.600 3.407
H 1.994 0.715 4.204
H 1.873 1.337 2.515
H 0.468 1.251 3.588
C -5.747 0.526 4.055
O -4.655 1.039 3.302
C -3.364 0.778 3.817
C -3.120 1.820 4.859
N -1.671 1.768 5.119
C -1.265 2.551 6.318
C -1.936 2.017 7.616
O -3.308 2.338 7.862
C -3.479 3.718 8.185
H -6.046 -0.505 3.863
H -6.605 1.104 3.711
H -5.598 0.586 5.133
H -2.630 0.914 3.023
H -3.319 -0.231 4.225
H -3.725 1.573 5.731
H -3.219 2.849 4.514
H -1.505 0.777 5.222
H -1.470 3.604 6.128
H -0.182 2.449 6.390
H -1.346 2.356 8.467
H -1.775 0.939 7.630
H -4.515 3.994 7.989
H -2.847 4.323 7.536
H -3.294 3.902 9.243
C -6.736 7.010 -1.280
O -7.592 5.871 -1.516
C -6.900 4.669 -1.929
C -7.919 3.476 -1.804
N -7.417 2.078 -1.873
C -6.302 1.830 -0.973
C -5.926 0.408 -1.135
O -6.877 -0.449 -0.448
C -6.657 -1.812 -0.552
H -6.168 7.278 -2.172
H -5.980 6.814 -0.520
H -7.308 7.923 -1.117
H -6.116 4.456 -1.202
H -6.424 4.708 -2.909
H -8.652 3.574 -2.605
H -8.523 3.734 -0.935
H -8.111 1.412 -1.566
H -6.644 1.964 0.054
H -5.526 2.562 -1.196
H -4.969 0.204 -0.654
H -5.851 0.087 -2.174
H -6.839 -2.255 -1.531
H -7.338 -2.292 0.150
H -5.653 -2.119 -0.260
C 3.062 -0.539 7.755
O 2.254 -1.129 6.749
C 0.856 -0.744 6.813
C 0.078 -1.563 5.823
N -1.330 -1.238 5.733
C -2.038 -1.919 6.791
C -3.498 -2.099 6.358
O -3.432 -2.840 5.140
C -4.657 -3.366 4.723
H 2.709 -0.833 8.743
H 3.237 0.530 7.630
H 4.080 -0.906 7.625
H 0.910 0.330 6.638
H 0.386 -0.960 7.773
H 0.204 -2.631 6.001
H 0.501 -1.431 4.828
H -1.841 -1.604 4.942
H -2.095 -1.284 7.675
H -1.643 -2.904 7.040
H -3.816 -1.068 6.200
H -4.094 -2.690 7.053
H -4.397 -4.025 3.895
H -5.344 -2.574 4.428
H -5.174 -3.968 5.471
C -2.550 -6.171 3.099
O -1.296 -5.649 2.763
C -1.130 -4.192 2.754
C 0.354 -3.884 2.998
N 0.754 -4.457 4.271
C 2.164 -4.354 4.558
C 2.551 -5.244 5.747
O 2.301 -6.580 5.380
C 2.831 -7.597 6.241
H -3.247 -5.678 2.422
H -2.794 -5.807 4.097
H -2.587 -7.259 3.039
H -1.848 -3.764 3.454
H -1.445 -3.912 1.749
H 0.572 -2.817 3.055
H 0.925 -4.233 2.138
H 0.598 -5.455 4.275
H 2.386 -3.307 4.759
H 2.849 -4.690 3.779
H 2.212 -4.872 6.714
H 3.633 -5.141 5.829
H 3.873 -7.342 6.431
H 2.765 -8.613 5.852
H 2.260 -7.640 7.169
*
```

Here are the Löwdin charges for atoms 1 to 4, given in e:
1 C -0.028
2 C -0.350
3 C -0.177
4 O -0.192